162
Properties=species:S:1:pos:R:3:forces:R:3 method="wB97M-V/def2-TZVPD" total_energy_ev=-105476.2407 homo_lumo_gap_ev=8.8
C 1.380 6.822 1.392 -0.08 -0.92 0.46
O -0.017 6.603 1.849 1.10 0.11 -0.51
C -0.702 5.625 1.239 0.64 -0.63 -1.74
O -0.355 4.999 0.221 -0.80 1.26 2.37
O -1.863 5.479 1.892 1.68 1.92 0.93
C -2.774 4.574 1.391 -0.72 -0.81 -0.28
H 1.496 6.460 0.370 -0.10 0.25 0.12
H 2.056 6.276 2.050 -0.31 -0.64 -0.01
H 1.764 7.830 1.546 -1.16 0.37 -0.30
H -2.460 3.603 1.774 -0.08 -0.53 -1.06
H -2.813 4.772 0.320 -0.27 -1.04 -0.10
H -3.752 4.727 1.849 0.11 0.52 -0.02
C 6.375 2.022 -5.182 0.98 0.04 0.54
O 5.152 2.276 -5.808 -1.59 0.41 -0.35
C 4.000 2.402 -5.064 2.08 -1.04 -0.97
O 3.992 2.650 -3.895 -0.71 0.31 0.39
O 3.011 2.078 -5.886 -0.50 0.72 0.02
C 1.707 2.056 -5.326 -1.40 -0.09 0.52
H 6.539 2.586 -4.264 -0.40 -0.13 0.16
H 7.187 2.324 -5.844 -0.30 0.05 -0.31
H 6.492 0.952 -5.015 -0.09 -0.02 0.26
H 1.646 1.291 -4.552 -0.02 0.06 -0.10
H 0.926 1.856 -6.059 0.87 -0.75 -0.53
H 1.286 2.985 -4.942 1.06 0.55 0.40
C 0.925 1.978 -1.505 -0.12 0.41 1.74
O 0.280 0.699 -1.687 -1.05 -0.15 0.26
C -0.343 0.159 -0.599 2.05 0.20 2.64
O -0.402 0.702 0.531 -0.51 -1.52 -3.54
O -0.567 -1.168 -0.849 0.03 2.80 -2.22
C -0.966 -1.941 0.217 0.06 -0.73 2.41
H 1.130 2.529 -2.423 -0.10 -0.80 -0.21
H 1.817 1.821 -0.898 0.44 -0.17 -0.51
H 0.362 2.629 -0.836 -0.58 -0.03 -0.25
H -0.095 -1.985 0.871 -0.12 -0.12 0.51
H -1.180 -2.976 -0.048 -0.20 0.34 -0.67
H -1.794 -1.500 0.772 -0.12 -0.09 -0.08
C -2.454 0.333 3.576 0.56 0.91 -0.14
O -3.150 -0.866 3.417 -1.44 -0.63 0.63
C -4.481 -0.858 3.782 -0.15 0.46 -0.63
O -5.191 0.132 3.975 1.77 -2.50 -0.24
O -4.806 -2.177 3.803 0.80 1.67 -0.15
C -6.137 -2.511 4.030 -1.87 -0.47 1.07
H -1.471 0.243 3.114 -0.19 -0.26 -0.39
H -2.227 0.551 4.620 -0.48 0.11 0.22
H -3.011 1.134 3.089 0.13 0.28 0.26
H -6.780 -2.550 3.151 0.44 0.24 -0.34
H -6.609 -1.853 4.759 0.11 0.34 -0.12
H -6.189 -3.496 4.494 0.45 -0.12 -0.22
C 0.143 -6.266 2.838 2.10 -0.25 1.16
O -0.532 -6.080 1.645 -1.19 0.25 -1.85
C -0.055 -5.434 0.584 -1.42 0.74 -2.36
O -0.712 -5.354 -0.490 2.67 -0.16 3.55
O 1.143 -4.835 0.858 -0.31 -0.64 -0.61
C 1.859 -4.134 -0.182 0.00 0.45 0.20
H 1.020 -6.893 2.677 0.07 -0.26 -0.16
H -0.480 -6.793 3.560 -0.31 0.40 -0.31
H 0.560 -5.345 3.246 -0.53 0.13 0.11
H 1.970 -4.657 -1.132 -0.60 -0.22 0.15
H 2.872 -3.945 0.174 -0.08 -0.33 0.41
H 1.424 -3.142 -0.306 -0.27 -0.22 -0.38
C -3.654 -4.670 1.916 0.55 0.76 0.53
C -3.862 -5.723 3.020 -1.15 0.50 -0.91
O -4.833 -6.452 2.933 -0.31 -0.72 0.10
N -3.022 -5.761 4.077 -0.42 0.19 -0.53
C -3.093 -6.803 5.091 0.31 0.02 0.04
H -3.672 -3.655 2.311 0.30 0.00 0.51
H -4.453 -4.596 1.178 0.00 -0.89 0.11
H -2.687 -4.772 1.424 -0.08 -0.22 -0.09
H -2.324 -5.030 4.075 0.25 -0.24 0.61
H -2.432 -7.622 4.809 0.36 -0.05 0.29
H -4.051 -7.303 5.238 -0.35 0.63 -0.62
H -2.842 -6.394 6.069 0.37 -0.01 -0.11
C 0.939 2.394 2.815 -0.42 0.76 0.79
C 1.257 3.469 3.851 1.92 -0.66 0.20
O 2.406 3.802 4.182 -0.69 -0.44 -1.20
N 0.265 4.042 4.520 -0.74 1.54 0.58
C -1.137 3.791 4.574 -0.65 -0.67 -0.24
H 1.254 1.449 3.259 0.47 -0.08 -0.48
H 1.414 2.684 1.878 0.22 -0.48 0.13
H -0.133 2.305 2.640 0.03 0.09 -0.12
H 0.616 4.828 5.048 -0.09 -0.18 0.25
H -1.662 4.650 4.990 0.09 -0.06 -0.13
H -1.355 2.918 5.189 -0.10 -0.03 0.26
H -1.553 3.559 3.593 0.01 0.23 0.02
C 2.663 -0.738 1.192 -0.31 -0.69 0.08
C 3.821 -0.677 2.153 -0.07 1.17 1.74
O 3.592 -0.460 3.361 0.49 -0.42 -1.38
N 5.076 -0.695 1.655 0.52 -0.89 -1.38
C 6.264 -0.428 2.401 -0.21 0.37 2.02
H 2.679 0.065 0.455 0.14 -0.10 0.00
H 1.752 -0.682 1.788 0.09 0.27 -0.06
H 2.617 -1.708 0.699 0.23 0.13 -0.31
H 5.300 -1.073 0.745 -0.91 0.15 -0.44
H 6.508 -1.206 3.124 -0.09 -0.34 0.01
H 5.999 0.425 3.026 0.58 0.29 0.03
H 7.177 -0.262 1.830 -0.54 0.20 -0.46
C -2.145 3.629 -2.707 0.39 -0.17 -1.32
C -2.223 2.681 -3.924 -0.72 -0.33 2.22
O -2.549 1.524 -3.710 -0.09 -0.95 -0.47
N -1.954 3.203 -5.107 0.18 0.56 -0.01
C -1.965 2.541 -6.427 0.27 1.58 1.17
H -1.961 3.035 -1.812 -0.02 0.20 -0.13
H -3.074 4.194 -2.629 0.02 0.00 0.12
H -1.318 4.306 -2.920 0.00 0.29 0.55
H -1.878 4.208 -5.044 0.25 -0.09 -0.63
H -0.941 2.670 -6.776 -0.19 -0.58 -0.51
H -2.615 3.218 -6.980 -0.15 -0.79 -0.70
H -2.287 1.504 -6.324 0.03 0.28 -0.16
C -3.962 0.875 -0.113 -0.38 -0.24 0.10
C -4.347 -0.443 -0.773 1.16 0.43 2.54
O -4.710 -1.404 -0.121 -0.62 -0.43 0.62
N -4.107 -0.513 -2.040 -0.33 -0.13 -2.90
C -4.350 -1.731 -2.797 0.48 0.75 -0.38
H -3.171 1.439 -0.607 -0.06 -0.16 -0.27
H -3.620 0.621 0.890 -0.31 0.25 0.05
H -4.876 1.468 -0.121 0.09 0.27 0.45
H -3.789 0.300 -2.549 0.16 0.01 -0.03
H -4.436 -1.366 -3.820 0.09 -0.55 -0.21
H -5.248 -2.289 -2.531 0.12 0.30 0.30
H -3.468 -2.357 -2.661 -0.18 -0.48 -0.25
C 5.334 -3.766 -1.985 -0.55 1.14 -0.71
C 4.631 -2.371 -2.099 0.02 0.57 0.17
O 5.069 -1.399 -1.485 0.02 -0.70 0.27
N 3.549 -2.221 -2.908 1.29 -1.97 -0.50
C 2.698 -1.095 -3.072 -1.11 0.75 1.22
H 6.304 -3.586 -2.448 0.21 -0.15 0.35
H 4.883 -4.584 -2.547 -0.32 0.15 0.05
H 5.434 -4.052 -0.938 0.10 0.19 -0.11
H 3.287 -3.017 -3.471 0.09 -0.03 0.21
H 2.616 -0.690 -4.081 0.14 -0.28 -0.03
H 2.917 -0.292 -2.368 0.61 -0.04 -0.18
H 1.738 -1.455 -2.701 -0.55 0.33 -0.56
C 0.499 -2.157 3.808 1.23 0.72 -0.64
C -0.313 -2.830 4.866 -0.69 1.43 -1.02
O -1.064 -3.746 4.598 -0.08 -1.17 -0.20
N -0.416 -2.221 6.047 0.01 1.03 1.11
C 0.376 -1.180 6.699 1.08 -0.81 0.32
H -0.109 -1.803 2.975 -0.55 -0.48 0.16
H 1.269 -2.789 3.367 -0.10 -0.29 0.11
H 1.020 -1.245 4.096 0.12 -0.16 0.50
H -1.168 -2.579 6.619 0.10 -0.21 -0.07
H 0.670 -1.649 7.637 -0.26 0.60 0.50
H -0.083 -0.201 6.839 -0.48 -0.28 -0.01
H 1.360 -0.985 6.273 -0.25 -0.23 -0.72
O 2.663 6.106 -5.614 -0.69 -0.11 0.39
C 2.624 6.048 -4.385 -0.51 0.27 -2.78
N 3.705 6.353 -3.706 1.77 0.40 2.18
C 1.419 5.636 -3.612 -0.01 -0.78 -0.16
H 3.780 6.086 -2.734 0.10 0.20 -0.18
H 4.554 6.606 -4.191 -0.27 -0.16 -0.06
H 1.810 4.966 -2.847 -0.52 0.02 0.42
H 0.815 5.054 -4.308 -0.16 0.09 0.16
H 0.828 6.456 -3.204 0.26 -0.01 0.08
O 0.258 -0.628 -5.704 0.00 -0.46 -0.16
C -0.541 -1.374 -5.124 1.20 1.32 -1.48
N -0.875 -1.078 -3.880 -0.57 -0.79 0.59
C -1.204 -2.495 -5.842 -0.75 -0.76 0.20
H -1.592 -1.613 -3.410 0.25 0.46 0.28
H -0.475 -0.219 -3.530 -0.37 -0.21 0.43
H -2.276 -2.352 -5.705 -0.21 -0.01 -0.30
H -1.022 -3.477 -5.406 0.29 0.02 0.16
H -0.956 -2.541 -6.902 0.07 0.29 0.25